1.
2 unconnected molecules or ions with the total composition C3H10O2 at a distorted geometry. Source: the OMol25 dataset; level of theory: wB97M-V/def2-TZVPD.

Structure (ORCA input):
```
! wB97M-V def2-TZVPD RIJCOSX def2/J DEFGRID3
* xyz 0 1
O 2.78 0.41 0.78
O -0.11 -0.32 -0.16
C 2.37 -0.88 0.80
C -1.14 0.70 -0.12
C -2.50 0.15 -0.94
H 1.40 -1.07 1.27
H 2.13 -1.14 -0.19
H -3.24 0.70 -0.51
H 2.17 1.05 1.33
H -2.46 0.56 -1.94
H 0.27 -0.17 -1.06
H -1.49 0.82 0.88
H -2.62 -0.91 -0.77
H 3.20 -1.56 1.12
H -0.78 1.65 -0.49
*
```

Calculated values
SMILES   CCO.CO
Energy relative to the best compared isomer or geometry (same formula, charge and spin)   186.48 kJ/mol
HOMO   -9.80 eV
Calculated total energy   -270.70079 hartree
LUMO energy   0.809 eV
Kohn-Sham gap   10.6047 eV

***

2.
2 unconnected molecules or ions with the total composition C3H10O2S at a distorted geometry. Source: the OMol25 dataset; level of theory: wB97M-V/def2-TZVPD.

Structure (ORCA input):
```
! wB97M-V def2-TZVPD RIJCOSX def2/J DEFGRID3
* xyz 0 1
S -0.90 -2.50 2.18
O 1.77 -0.33 -3.44
O -0.83 1.77 -0.84
C -0.24 -0.83 1.72
C -0.60 -0.20 0.42
C -0.25 1.27 0.39
H 0.03 -3.21 1.51
H -0.58 -0.25 2.58
H -0.64 2.68 -0.95
H 2.26 0.48 -3.45
H -0.76 1.74 1.23
H 0.84 -0.13 -3.23
H 0.80 1.50 0.28
H -1.65 -0.34 0.14
H 0.83 -0.97 1.89
H -0.08 -0.69 -0.41
*
```

Calculated values
SMILES   OCCCS.O
Energy relative to the best compared isomer or geometry (same formula, charge and spin)   26.03 kJ/mol
HOMO   -9.16 eV
Calculated total energy   -668.94035 hartree
LUMO energy   0.619 eV
Kohn-Sham gap   9.7787 eV

***

3.
2 unconnected molecules or ions with the total composition C3H10O2S at a distorted geometry. Source: the OMol25 dataset; level of theory: wB97M-V/def2-TZVPD.

Structure (ORCA input):
```
! wB97M-V def2-TZVPD RIJCOSX def2/J DEFGRID3
* xyz 0 1
S 1.62 1.39 0.22
O -1.36 -1.05 -0.76
O 2.13 -0.66 3.70
C 0.81 0.09 -0.70
C -2.18 -0.58 -1.83
C -0.60 -0.06 -0.09
H -2.86 -1.26 -2.37
H -0.41 -0.42 0.94
H -1.09 0.92 -0.02
H 0.98 2.33 -0.49
H -2.76 0.27 -1.44
H 1.47 -0.79 -0.60
H 2.49 0.06 3.13
H 2.41 -0.41 4.61
H -1.43 -0.20 -2.55
H 0.78 0.37 -1.77
*
```

Calculated values
SMILES   COCCS.O
Energy relative to the best compared isomer or geometry (same formula, charge and spin)   82.02 kJ/mol
HOMO   -9.13 eV
Calculated total energy   -668.91903 hartree
LUMO energy   0.684 eV
Kohn-Sham gap   9.8155 eV

***

4.
2 unconnected molecules or ions with the total composition C3H10O2S2 at a distorted geometry. Source: the OMol25 dataset; level of theory: wB97M-V/def2-TZVPD.

Structure (ORCA input):
```
! wB97M-V def2-TZVPD RIJCOSX def2/J DEFGRID3
* xyz 0 1
S 0.89 1.99 -1.51
S 0.05 0.07 -1.33
O -0.85 1.07 2.02
O -2.32 -3.20 -0.05
C 1.21 -0.53 -0.02
C 0.27 0.28 2.37
C 0.56 -0.80 1.31
H 1.72 -1.43 -0.32
H 0.22 -0.18 3.35
H -0.03 2.65 -0.78
H -1.35 0.71 1.27
H -3.29 -3.23 0.05
H -0.39 -1.38 1.31
H 1.89 0.29 0.22
H 1.19 -1.51 1.86
H -2.10 -3.17 -0.96
H 1.15 0.95 2.30
*
```

Calculated values
SMILES   OCCCSS.O
Energy relative to the best compared isomer or geometry (same formula, charge and spin)   59.00 kJ/mol
HOMO   -9.14 eV
Calculated total energy   -1067.12388 hartree
LUMO energy   0.278 eV
Kohn-Sham gap   9.4159 eV

***

5.
2 unconnected molecules or ions with the total composition C3H10O2S2 at a distorted geometry. Source: the OMol25 dataset; level of theory: wB97M-V/def2-TZVPD.

Structure (ORCA input):
```
! wB97M-V def2-TZVPD RIJCOSX def2/J DEFGRID3
* xyz 0 1
S 1.06 -0.48 0.52
S 1.09 -2.54 0.56
O -0.68 -1.46 -5.31
O -2.33 2.80 1.03
C -1.09 2.59 0.30
C 0.14 2.05 1.15
C -0.09 0.57 1.58
H -0.27 -2.35 -5.09
H 1.11 2.21 0.57
H 1.19 -2.92 1.95
H 0.29 0.80 2.63
H -2.18 2.24 1.79
H -1.40 -1.89 -5.86
H -0.82 3.40 -0.34
H -1.01 0.15 1.78
H -1.23 1.74 -0.48
H 0.26 2.83 1.85
*
```

Calculated values
SMILES   OCCCSS.O
Energy relative to the best compared isomer or geometry (same formula, charge and spin)   210.53 kJ/mol
HOMO   -8.61 eV
Calculated total energy   -1067.06617 hartree
LUMO energy   0.360 eV
Kohn-Sham gap   8.9741 eV

***

6.
3 unconnected molecules or ions with the total composition C3H10O3 at a distorted geometry. Source: the OMol25 dataset; level of theory: wB97M-V/def2-TZVPD.

Structure (ORCA input):
```
! wB97M-V def2-TZVPD RIJCOSX def2/J DEFGRID3
* xyz 0 1
O 0.42 -1.24 1.61
O -0.22 1.91 -0.74
O 0.35 1.60 2.23
C -0.07 -1.20 -1.94
C 0.52 -1.10 -0.70
C -0.41 -1.34 0.50
H -0.40 1.05 -1.19
H -1.18 -0.55 0.48
H -0.86 -2.36 0.39
H 0.56 -1.02 -2.80
H 0.77 2.37 2.78
H 0.62 -0.35 1.89
H 1.52 -0.90 -0.51
H 0.25 1.96 1.32
H -1.15 -1.34 -2.01
H -0.72 2.50 -1.31
*
```

Calculated values
SMILES   C=CCO.O.O
Energy relative to the best compared isomer or geometry (same formula, charge and spin)   112.05 kJ/mol
HOMO   -9.69 eV
Calculated total energy   -345.97178 hartree
LUMO energy   0.599 eV
Kohn-Sham gap   10.2848 eV

***

7.
2 unconnected molecules or ions with the total composition C3H10O3 at a distorted geometry. Source: the OMol25 dataset; level of theory: wB97M-V/def2-TZVPD.

Structure (ORCA input):
```
! wB97M-V def2-TZVPD RIJCOSX def2/J DEFGRID3
* xyz 0 1
O -1.58 1.41 -1.87
O 2.46 -3.74 -1.23
O 0.81 0.96 2.41
C -0.71 1.47 0.43
C 0.47 0.68 1.06
C -1.39 0.65 -0.66
H -0.33 2.39 -0.01
H 1.27 1.09 0.46
H 0.14 0.61 3.02
H -2.35 0.17 -0.44
H -1.46 1.82 1.16
H -0.68 -0.14 -0.95
H -2.51 1.52 -2.04
H 2.34 -4.61 -1.60
H 0.26 -0.39 0.98
H 3.26 -3.89 -0.74
*
```

Calculated values
SMILES   OCCCO.O
Energy relative to the best compared isomer or geometry (same formula, charge and spin)   97.91 kJ/mol
HOMO   -9.95 eV
Calculated total energy   -345.97716 hartree
LUMO energy   0.891 eV
Kohn-Sham gap   10.8389 eV

***

8.
3 unconnected molecules or ions with the total composition C3H10O3. Source: the OMol25 dataset; level of theory: wB97M-V/def2-TZVPD.

Structure (ORCA input):
```
! wB97M-V def2-TZVPD RIJCOSX def2/J DEFGRID3
* xyz 0 1
O -2.22 1.62 1.40
O -2.23 -0.04 -0.89
O 0.71 0.40 1.60
C 1.94 -0.17 -1.26
C 0.90 -0.90 -0.41
C 1.10 -0.60 1.07
H -1.28 1.69 1.63
H 1.67 -1.38 1.63
H -2.67 1.52 2.25
H 1.94 0.89 -1.04
H 2.95 -0.53 -1.11
H -3.07 -0.18 -1.33
H 1.71 -0.24 -2.33
H -2.36 0.45 -0.07
H 1.03 -1.98 -0.55
H -0.11 -0.54 -0.61
*
```

Calculated values
SMILES   CCC=O.O.O
Energy relative to the best compared isomer or geometry (same formula, charge and spin)   6.05 kJ/mol
HOMO   -9.82 eV
Calculated total energy   -346.01215 hartree
LUMO energy   0.849 eV
Kohn-Sham gap   10.6663 eV

***

9.
3 unconnected molecules or ions with the total composition C3H10O3 at a distorted geometry. Source: the OMol25 dataset; level of theory: wB97M-V/def2-TZVPD.

Structure (ORCA input):
```
! wB97M-V def2-TZVPD RIJCOSX def2/J DEFGRID3
* xyz 0 1
O 0.16 0.17 -1.48
O -2.29 4.31 -0.42
O -1.58 -2.29 -2.02
C 0.97 0.08 -0.41
C 2.07 -0.66 1.86
C 1.23 -0.89 0.55
H -1.11 -2.77 -1.39
H 1.43 -0.06 2.59
H -2.66 3.44 -0.63
H -2.97 4.54 0.21
H -0.51 -0.56 -1.06
H 3.04 -0.09 1.56
H 0.72 -1.86 0.51
H 2.42 -1.68 2.24
H 1.64 1.03 -0.36
H -2.56 -2.71 -1.75
*
```

Calculated values
SMILES   C/C=C/O.O.O
Energy relative to the best compared isomer or geometry (same formula, charge and spin)   230.88 kJ/mol
HOMO   -8.48 eV
Calculated total energy   -345.92652 hartree
LUMO energy   0.340 eV
Kohn-Sham gap   8.8166 eV

***

10.
3 unconnected molecules or ions with the total composition C3H10O4. Source: the OMol25 dataset; level of theory: wB97M-V/def2-TZVPD.

Structure (ORCA input):
```
! wB97M-V def2-TZVPD RIJCOSX def2/J DEFGRID3
* xyz 0 1
O -1.01 0.71 -0.82
O 0.23 0.97 -3.91
O 0.11 0.08 2.67
O 2.69 0.21 0.87
C 0.12 -0.92 2.01
C -0.69 -1.12 0.76
C -1.54 0.07 0.34
H -1.30 -2.02 0.92
H -0.17 1.10 -0.54
H 2.58 0.69 1.69
H 0.75 -1.77 2.34
H -0.36 1.70 -4.13
H 0.00 -1.38 -0.05
H 3.14 0.81 0.27
H -2.53 -0.28 0.10
H -1.63 0.84 1.11
H -0.41 0.31 -3.63
*
```

Calculated values
SMILES   O=CCCO.O.O
Energy relative to the best compared isomer or geometry (same formula, charge and spin)   126.44 kJ/mol
HOMO   -9.89 eV
Calculated total energy   -421.23689 hartree
LUMO energy   0.647 eV
Kohn-Sham gap   10.5392 eV

***

11.
A molecular structure, C3H10O4 at a distorted geometry. Source: the OMol25 dataset; level of theory: wB97M-V/def2-TZVPD.

Structure (ORCA input):
```
! wB97M-V def2-TZVPD RIJCOSX def2/J DEFGRID3
* xyz 0 1
O 1.62 0.75 0.43
O 0.77 -1.07 -0.62
O -1.45 0.14 0.99
O -0.73 0.85 -1.15
C 1.92 -1.38 1.45
C -1.98 1.00 -1.73
C 1.10 -0.52 0.54
H -0.20 -0.14 1.13
H 1.03 1.27 -0.15
H -2.74 0.54 -1.08
H 2.29 -0.80 2.30
H 0.01 -0.35 -1.15
H -2.23 2.07 -1.78
H 2.76 -1.82 0.92
H -1.41 1.08 0.78
H 1.29 -2.18 1.83
H -2.04 0.56 -2.72
*
```

Calculated values
Energy relative to the best compared isomer or geometry (same formula, charge and spin)   541.79 kJ/mol
HOMO (spin up / spin down)   -8.50 / -8.50 eV
Calculated total energy   -421.07869 hartree
LUMO energy (spin up / spin down)   -2.531 / -2.530 eV
Kohn-Sham gap (spin up / spin down)   5.9720 / 5.9735 eV

***

12.
2 unconnected molecules or ions with the total composition C3H10OS at a distorted geometry. Source: the OMol25 dataset; level of theory: wB97M-V/def2-TZVPD.

Structure (ORCA input):
```
! wB97M-V def2-TZVPD RIJCOSX def2/J DEFGRID3
* xyz 0 1
S -0.61 0.75 -0.47
O 2.05 -2.16 1.64
C 0.51 2.03 -1.18
C -2.08 1.10 -1.59
C 0.72 -2.38 2.09
H 0.94 2.64 -0.38
H 0.73 -3.32 2.65
H -2.88 0.54 -1.10
H 0.07 -2.57 1.22
H 1.29 1.53 -1.76
H 0.37 -1.61 2.77
H -1.90 0.55 -2.51
H -0.01 2.72 -1.85
H -2.23 2.16 -1.43
H 1.97 -1.55 0.90
*
```

Calculated values
SMILES   CSC.CO
Energy relative to the best compared isomer or geometry (same formula, charge and spin)   101.03 kJ/mol
HOMO   -8.74 eV
Calculated total energy   -593.67864 hartree
LUMO energy   0.897 eV
Kohn-Sham gap   9.6355 eV

***

13.
2 unconnected molecules or ions with the total composition C3H10OS at a distorted geometry. Source: the OMol25 dataset; level of theory: wB97M-V/def2-TZVPD.

Structure (ORCA input):
```
! wB97M-V def2-TZVPD RIJCOSX def2/J DEFGRID3
* xyz 0 1
S -1.56 -0.69 -1.22
O 0.12 0.76 3.05
C 0.11 -0.14 -1.74
C 1.27 -1.13 -1.77
C 1.27 1.76 2.80
H 1.55 -1.47 -0.83
H -0.20 0.56 2.05
H 0.33 0.50 -0.91
H 0.21 0.50 -2.59
H 2.04 1.33 3.31
H 1.25 2.07 1.77
H 2.16 -0.51 -2.12
H -1.41 -1.73 -2.09
H 1.11 -1.92 -2.50
H 1.04 2.74 3.32
*
```

Calculated values
SMILES   CCS.CO
Energy relative to the best compared isomer or geometry (same formula, charge and spin)   180.09 kJ/mol
HOMO   -9.31 eV
Calculated total energy   -593.64853 hartree
LUMO energy   0.593 eV
Kohn-Sham gap   9.8994 eV

***

14.
2 unconnected molecules or ions with the total composition C3H10OS. Source: the OMol25 dataset; level of theory: wB97M-V/def2-TZVPD.

Structure (ORCA input):
```
! wB97M-V def2-TZVPD RIJCOSX def2/J DEFGRID3
* xyz 0 1
S 0.12 -1.34 -0.78
O -2.44 0.91 4.37
C 1.57 -0.06 -2.72
C -0.17 -0.80 0.92
C 0.67 0.24 -1.54
H 0.62 -1.12 1.59
H -2.56 0.28 3.65
H 1.19 -0.95 -3.23
H 1.54 0.71 -3.50
H -1.09 -1.23 1.34
H -0.22 0.81 -1.80
H -2.74 1.73 3.97
H 2.61 -0.22 -2.47
H 1.20 0.76 -0.73
H -0.30 0.28 0.94
*
```

Calculated values
SMILES   CCSC.O
Energy relative to the best compared isomer or geometry (same formula, charge and spin)   25.83 kJ/mol
HOMO   -8.52 eV
Calculated total energy   -593.70728 hartree
LUMO energy   0.651 eV
Kohn-Sham gap   9.1752 eV

***

15.
3 unconnected molecules or ions with the total composition C3H10OS2 at a distorted geometry. Source: the OMol25 dataset; level of theory: wB97M-V/def2-TZVPD.

Structure (ORCA input):
```
! wB97M-V def2-TZVPD RIJCOSX def2/J DEFGRID3
* xyz 0 1
S -0.88 -0.34 -1.60
S 1.02 0.01 1.92
O 0.56 2.48 -1.34
C 0.03 1.38 1.29
C -0.59 -2.02 0.43
C 0.21 -1.45 -0.73
H 0.58 -2.18 -1.45
H 0.98 2.73 -2.17
H 0.60 2.04 0.64
H -0.74 0.93 0.62
H -1.28 -2.78 0.05
H 0.09 1.64 -1.50
H 1.06 -0.84 -0.35
H -1.20 -1.22 0.85
H 0.03 -2.38 1.26
H -0.46 1.98 2.06
*
```

Calculated values
Energy relative to the best compared isomer or geometry (same formula, charge and spin)   421.66 kJ/mol
HOMO   -8.63 eV
Calculated total energy   -991.75102 hartree
LUMO energy   -3.809 eV
Kohn-Sham gap   4.8262 eV